# 1
Below is a cluster of 2 separate species, C5H11NO in total at a distorted geometry, with properties calculated with the ωB97M-V functional and the def2-TZVPD basis.

Values from the calculation:
SMILES string	C=CC/C=C/N.O
HOMO-LUMO gap	9.248	eV
E_LUMO	0.8	eV

CARTESIAN COORDINATES (ANGSTROEM)
C (0.31405, -0.57598, -3.29759)
C (0.62110, -1.02568, -2.02888)
C (0.95230, -0.13486, -0.88447)
C (0.48457, -0.74355, 0.48485)
C (-0.70879, -0.36378, 1.01020)
N (-1.20640, -0.77671, 2.25150)
H (-0.34159, -1.19264, -3.99536)
H (0.44472, 0.43821, -3.62771)
H (0.32791, -2.00685, -1.83950)
H (0.51166, 0.89206, -1.09398)
H (2.07595, 0.08059, -0.90221)
H (1.10194, -1.51820, 0.96357)
H (-1.50619, 0.11922, 0.40934)
H (-2.15380, -0.37570, 2.37723)
H (-0.58937, -0.39395, 3.01230)
O (0.02442, 2.46807, 2.72936)
H (-0.68459, 3.09022, 2.51382)
H (0.33213, 2.01952, 1.91753)

# 2
Below is a cluster of 2 separate species, C5H11NO in total, with properties calculated with the ωB97M-V functional and the def2-TZVPD basis.

Values from the calculation:
HOMO-LUMO gap	8.335	eV
E_LUMO	1.0	eV

CARTESIAN COORDINATES (ANGSTROEM)
C (2.07860, -0.20187, -1.57734)
C (1.48231, -0.53133, -0.22730)
C (1.03979, 0.47405, 0.77317)
N (0.11220, -0.08796, -0.00974)
C (-1.09750, -0.25470, -0.43116)
C (-2.18183, 0.68324, 0.02333)
O (-1.89638, 1.28605, 1.26462)
H (1.86090, -0.96827, -2.32962)
H (3.16647, -0.12157, -1.48259)
H (1.69730, 0.76067, -1.93345)
H (1.69492, -1.53977, 0.14188)
H (1.21168, 1.53999, 0.85434)
H (-0.07630, -0.86842, 2.35484)
H (-1.28995, -1.07797, -1.11276)
H (-0.66936, -1.32748, 2.43751)
H (-2.30281, 1.51657, -0.68041)
H (-3.13875, 0.13917, 0.04162)
H (-1.69129, 0.57959, 1.89305)

# 3
Below is a cluster of 2 separate species, C5H11NO in total, with properties calculated with the ωB97M-V functional and the def2-TZVPD basis.

Values from the calculation:
SMILES string	CC(C)N=C=O.C
HOMO-LUMO gap	11.192	eV
E_LUMO	0.9	eV

CARTESIAN COORDINATES (ANGSTROEM)
C (-1.68795, -1.47401, -0.17840)
C (-1.27970, -0.04182, -0.51613)
C (-1.99259, 0.97754, 0.37099)
N (0.18707, 0.09959, -0.38787)
C (0.61971, -0.05195, 0.74042)
O (1.06618, -0.19076, 1.81179)
H (-1.54667, -1.66927, 0.89359)
H (-1.07824, -2.19128, -0.73570)
H (-2.74121, -1.64386, -0.41880)
H (-1.48776, 0.16969, -1.56393)
H (-3.07010, 0.96726, 0.18181)
H (-1.83293, 0.74001, 1.43180)
H (-1.61437, 1.98803, 0.18885)
C (3.29359, 0.46710, -0.36460)
H (3.48586, 1.39840, -0.90358)
H (4.18562, -0.15824, -0.34374)
H (2.99857, 0.69266, 0.66275)
H (2.49491, -0.07909, -0.86924)

# 4
Below is an isolated molecule of C5H11NO at a distorted geometry, with properties calculated with the ωB97M-V functional and the def2-TZVPD basis.

Values from the calculation:
SMILES string	CC(C)N(C)C=O
HOMO-LUMO gap	9.926	eV
E_LUMO	0.9	eV

CARTESIAN COORDINATES (ANGSTROEM)
C (0.62040, -1.41418, -1.59026)
C (0.38111, 0.00274, -0.99862)
C (-0.82478, 0.65415, -1.69260)
N (0.19648, -0.14005, 0.50005)
C (1.40202, -0.59200, 1.23556)
C (-0.73647, 0.37806, 1.39240)
O (-1.34222, 1.41526, 1.29091)
H (0.98342, -1.27495, -2.60649)
H (-0.28332, -2.00996, -1.49414)
H (1.40056, -1.98380, -1.05982)
H (1.25139, 0.69264, -1.04553)
H (-1.71470, 0.23117, -1.18737)
H (-0.81238, 1.74545, -1.53736)
H (-0.76148, 0.39430, -2.74210)
H (2.24866, -0.76394, 0.58595)
H (1.26040, -1.61459, 1.56241)
H (1.67747, 0.13131, 1.99910)
H (-0.68754, -0.22283, 2.30959)

# 5
Below is an isolated molecule of C5H11NO, with properties calculated with the ωB97M-V functional and the def2-TZVPD basis.

Values from the calculation:
SMILES string	CC(C)N(C)C=O
HOMO-LUMO gap	10.174	eV
E_LUMO	0.9	eV

CARTESIAN COORDINATES (ANGSTROEM)
C (-0.91951, -1.25257, -0.80066)
C (-0.65528, 0.18658, -0.35950)
C (-1.52141, 0.59010, 0.83241)
N (0.76689, 0.41995, -0.09783)
C (1.42424, -0.23510, 1.01889)
C (1.52567, 0.97991, -1.08006)
O (1.12034, 1.37537, -2.15793)
H (-0.66643, -1.96955, -0.01013)
H (-1.97961, -1.38503, -1.04433)
H (-0.32831, -1.49534, -1.68924)
H (-0.88444, 0.84874, -1.19874)
H (-1.28971, 1.60956, 1.15615)
H (-2.57744, 0.55107, 0.54691)
H (-1.39391, -0.08259, 1.68883)
H (0.73243, -0.31385, 1.86098)
H (1.77818, -1.24512, 0.76771)
H (2.27891, 0.36282, 1.35111)
H (2.58938, 1.05505, -0.78457)

# 6
Below is an isolated molecule of C5H11NO, with properties calculated with the ωB97M-V functional and the def2-TZVPD basis.

Values from the calculation:
SMILES string	CNC(=O)C(C)C
HOMO-LUMO gap	10.430	eV
E_LUMO	0.9	eV

CARTESIAN COORDINATES (ANGSTROEM)
C (2.75272, 0.65552, -0.08590)
N (1.35412, 0.53697, -0.44084)
C (0.55506, -0.40908, 0.13446)
O (0.98741, -1.23200, 0.92675)
C (-0.91560, -0.38600, -0.30333)
C (-1.68050, -1.49246, 0.41853)
C (-1.56655, 0.98575, -0.06590)
H (2.91746, 1.40887, 0.69612)
H (3.34188, 0.92298, -0.96864)
H (3.07710, -0.31580, 0.29583)
H (0.94297, 1.22594, -1.04952)
H (-0.92598, -0.59453, -1.38248)
H (-1.67744, -1.32051, 1.49967)
H (-1.21188, -2.46383, 0.24812)
H (-2.71978, -1.53537, 0.07423)
H (-2.63042, 0.95750, -0.32746)
H (-1.48731, 1.26820, 0.99007)
H (-1.11325, 1.78784, -0.65972)

# 7
Below is a cluster of 2 separate species, C5H11NO in total, with properties calculated with the ωB97M-V functional and the def2-TZVPD basis.

Values from the calculation:
HOMO-LUMO gap (spin up / spin down)	6.835 / 6.832	eV
E_LUMO (spin up / spin down)	-0.2 / -0.2	eV

CARTESIAN COORDINATES (ANGSTROEM)
C (2.69630, -0.15527, -0.21821)
N (1.50590, -0.60348, -0.08461)
C (0.52684, 0.18533, 0.74503)
O (1.06326, 1.07932, 1.41763)
C (-0.77367, -0.12923, 0.44870)
C (-1.28292, -1.30104, -0.34845)
C (-1.82337, 0.82241, 0.94590)
H (0.92169, 1.67535, -1.77043)
H (3.38273, -0.60984, -0.92321)
H (2.93696, 0.71007, 0.39501)
H (1.18799, -1.38416, -0.64811)
H (0.30633, 1.35951, -1.48708)
H (-2.08933, -1.81007, 0.19787)
H (-0.54281, -2.08078, -0.56921)
H (-1.71722, -0.97849, -1.30678)
H (-2.49813, 1.11051, 0.12655)
H (-2.44985, 0.38566, 1.73717)
H (-1.35068, 1.72419, 1.34222)

# 8
Below is a cluster of 2 separate species, C5H11NO in total, with properties calculated with the ωB97M-V functional and the def2-TZVPD basis.

Values from the calculation:
HOMO-LUMO gap	8.258	eV
E_LUMO	0.6	eV

CARTESIAN COORDINATES (ANGSTROEM)
C (-0.92389, -0.63391, -0.32443)
C (1.12083, 0.37035, 0.44052)
C (-1.11432, 0.16483, -1.59290)
C (0.99060, 1.51352, -0.29440)
C (0.87459, 0.30327, 1.92454)
N (-0.76837, -1.96277, -0.34015)
O (-0.89136, 1.45497, -1.55060)
H (-1.39704, -0.23162, 0.56453)
H (1.73003, -0.43278, 0.03013)
H (-0.31232, -2.39469, -1.13135)
H (-0.94038, -2.52444, 0.47866)
H (-0.64940, -0.41455, -2.43365)
H (-2.22681, -0.08460, -1.62092)
H (0.59226, 2.41706, 0.15018)
H (1.47028, 1.60905, -1.25861)
H (0.22191, 1.11465, 2.25395)
H (0.41165, -0.64418, 2.22131)
H (1.81174, 0.37584, 2.48318)